# 1
14
Properties=species:S:1:pos:R:3 method="wB97M-V/def2-TZVPD" smiles="O=CO.CCO" de_lowest_ev=2.401 homo_ha=-0.38078 e_tot_ha=-344.76014
C 0.005 -2.624 0.801
O 0.110 -1.145 0.461
C -1.045 -3.244 -0.185
H -0.176 -2.722 1.857
H 1.035 -3.035 0.592
H -0.442 -1.147 -0.424
H -0.517 -4.264 -0.459
H -1.213 -2.544 -1.068
H -2.141 -3.258 0.194
O 1.187 4.904 -1.855
C 0.723 4.885 -0.723
O 1.478 5.220 0.335
H -0.256 4.397 -0.509
H 1.253 4.578 0.983

---

# 2
93
Properties=species:S:1:pos:R:3 method="wB97M-V/def2-TZVPD" de_lowest_ev=0.909 homo_ha="-0.12726 / -0.12726" charge=-1 spin_multiplicity=2 e_tot_ha=-3925.75240
Ti -0.651 -1.088 -2.893
O 0.254 1.500 -5.938
C -0.161 0.964 -4.942
O 0.189 -0.329 -4.478
C -1.137 1.610 -3.973
C -1.861 2.757 -4.157
C -2.688 3.102 -3.071
C -2.688 2.428 -1.880
C -1.893 1.243 -1.787
N -1.210 0.843 -2.855
C -1.736 0.330 -0.646
O -2.187 0.519 0.477
O -1.091 -0.809 -1.046
H -1.784 3.254 -5.125
H -3.353 3.985 -3.129
H -3.310 2.772 -1.060
C 2.612 -4.245 -2.455
C 1.878 -3.030 -2.607
N 1.191 -2.093 -2.661
H 3.680 -3.914 -2.530
H 2.468 -4.914 -3.304
H 2.413 -4.748 -1.457
C -2.569 -5.146 2.544
C -3.131 -3.977 3.365
Sb -2.865 -2.130 2.144
C -4.775 -2.133 1.089
C -5.652 -3.319 1.439
C -3.681 -0.744 3.775
C -4.600 -1.373 4.835
H -2.709 -6.017 3.177
H -1.541 -5.028 2.310
H -3.102 -5.305 1.619
H -2.552 -3.697 4.212
H -4.216 -4.034 3.625
H -4.576 -2.033 -0.037
H -5.274 -1.221 1.420
H -5.139 -4.311 1.260
H -6.630 -3.281 0.916
H -5.959 -3.278 2.496
H -4.134 0.119 3.214
H -2.750 -0.394 4.184
H -5.518 -1.743 4.304
H -4.853 -0.631 5.650
H -4.075 -2.222 5.307
B -3.567 -3.374 -5.247
C -2.680 -2.858 -4.112
N -1.878 -2.303 -3.452
H -4.453 -2.629 -5.647
H -4.263 -4.259 -4.651
H -2.945 -3.763 -6.222
F 2.025 -2.876 9.036
C 1.304 -1.890 8.377
C -0.069 -2.107 8.097
F -0.653 -3.264 8.483
C -0.742 -1.152 7.411
F -2.115 -1.341 7.277
C -0.094 -0.021 6.794
S -0.794 1.101 5.832
C 1.324 -0.007 6.977
F 2.031 1.016 6.504
C 1.990 -0.877 7.807
F 3.361 -0.793 7.829
C 3.425 4.441 -4.736
C 4.253 3.880 -3.666
C 4.899 4.766 -2.629
Sb 2.865 2.466 -2.501
C 4.222 0.774 -1.846
C 5.456 1.144 -1.045
C 4.398 -0.085 -3.085
C 2.136 3.417 -0.552
C 0.925 4.241 -0.903
C 3.144 4.249 0.198
H 4.031 5.054 -5.370
H 2.640 5.038 -4.250
H 2.835 3.696 -5.319
H 5.029 3.142 -4.091
H 4.290 5.344 -1.964
H 5.685 5.448 -3.093
H 5.447 4.078 -1.953
H 3.437 0.268 -1.222
H 5.776 0.278 -0.386
H 5.378 2.051 -0.353
H 6.287 1.369 -1.752
H 5.041 0.376 -3.818
H 3.464 -0.253 -3.646
H 4.728 -1.088 -2.751
H 1.883 2.483 -0.042
H 1.130 4.927 -1.735
H 0.494 4.674 0.025
H 0.146 3.574 -1.228
H 3.168 5.295 -0.122
H 4.127 3.853 0.099
H 2.842 4.261 1.311

---

# 3
19
Properties=species:S:1:pos:R:3 method="wB97M-V/def2-TZVPD" smiles="CCN1C(C(=O)O)=C(Cl)S[C@@H]1Cl" de_lowest_ev=0.363 homo_ha=-0.31251 e_tot_ha=-1756.58253
C -0.163 1.095 -2.467
C -0.843 0.967 -3.612
C 0.781 2.333 -2.195
C -1.537 -0.667 -1.717
C -0.252 -0.336 0.979
C 0.413 -0.109 -0.419
N -0.552 0.230 -1.387
O 1.574 2.653 -3.060
O 0.443 3.023 -1.110
S -1.886 -0.428 -3.467
Cl -0.626 1.766 -5.041
Cl -3.156 -0.194 -0.602
H -1.331 -1.717 -1.501
H -1.091 -1.042 0.888
H 0.497 -0.861 1.711
H -0.376 0.622 1.525
H 1.001 -1.025 -0.831
H 1.316 0.725 -0.397
H 0.126 2.421 -0.392